1.
{
  "formula": "C30H59FN4O9P",
  "method": "the ωB97M-V functional and the def2-TZVPD basis",
  "s_squared": 2.008,
  "e_tot_ev": -68454.514,
  "homo_ha": [-0.385, -0.422],
  "spin_multiplicity": 3,
  "lumo_ev": [-2.81, -2.84],
  "charge": 1,
  "species": ["C", "C", "C", "C", "C", "C", "C", "N", "C", "C", "O", "O", "C", "P", "O", "O", "O", "C", "O", "N", "C", "O", "F", "H", "H", "H", "H", "H", "H", "H", "H", "H", "H", "H", "H", "H", "H", "H", "H", "H", "H", "H", "H", "H", "H", "H", "C", "C", "C", "C", "C", "C", "N", "O", "C", "C", "C", "H", "H", "H", "H", "H", "H", "H", "H", "H", "H", "H", "H", "H", "H", "H", "H", "H", "H", "C", "C", "C", "C", "C", "C", "N", "O", "C", "C", "C", "H", "H", "H", "H", "H", "H", "H", "H", "H", "H", "H", "H", "H", "H", "H", "H", "H", "H"],
  "xyz": [[-3.652, -5.721, -0.866], [-2.654, -4.601, -0.525], [-2.875, -3.971, 0.863], [-2.481, -2.493, 0.967], [-1.031, -2.303, 1.431], [0.012, -2.785, 0.418], [-0.174, -2.126, -0.953], [1.034, -1.357, -1.425], [2.220, -2.260, -1.654], [1.912, -3.380, -2.651], [1.314, -4.354, -2.314], [2.357, -3.185, -3.898], [0.798, -0.528, -2.689], [-0.611, -1.014, -3.751], [-0.538, -2.405, -4.161], [-1.980, -0.635, -3.028], [-0.466, 0.021, -4.938], [1.492, -0.371, -0.374], [2.642, -0.352, -0.103], [0.521, 0.516, 0.051], [1.082, 1.414, 1.029], [1.551, 2.455, 0.773], [1.009, 0.905, 2.247], [-4.388, -5.824, -0.072], [-4.170, -5.504, -1.794], [-3.157, -6.683, -0.959], [-2.730, -3.814, -1.277], [-1.648, -5.009, -0.614], [-3.943, -4.049, 1.057], [-2.361, -4.550, 1.629], [-2.694, -1.980, 0.030], [-3.099, -2.032, 1.736], [-0.849, -1.285, 1.786], [-0.919, -2.932, 2.313], [-0.114, -3.855, 0.300], [1.019, -2.650, 0.815], [-0.989, -1.417, -0.875], [-0.412, -2.872, -1.701], [3.056, -1.655, -1.991], [2.509, -2.718, -0.718], [3.178, -2.673, -3.893], [1.686, -0.594, -3.311], [0.695, 0.524, -2.432], [-1.928, 0.051, -2.351], [-1.093, 0.755, -4.869], [-0.291, 0.030, 0.434], [4.846, 3.336, -1.810], [5.162, 1.872, -2.163], [6.519, 1.777, -2.859], [6.498, 2.333, -4.282], [5.400, 1.664, -5.112], [4.014, 1.711, -4.461], [4.083, 1.278, -3.029], [4.025, -0.011, -2.918], [3.422, 3.126, -4.577], [3.062, 0.793, -5.219], [5.184, 1.108, -0.854], [5.463, 3.643, -0.968], [5.057, 4.037, -2.612], [3.802, 3.450, -1.515], [6.828, 0.728, -2.899], [7.261, 2.299, -2.254], [6.362, 3.417, -4.270], [7.464, 2.154, -4.754], [5.335, 2.139, -6.093], [5.677, 0.621, -5.289], [2.508, 3.213, -3.987], [3.168, 3.328, -5.616], [4.102, 3.914, -4.270], [3.443, -0.224, -5.295], [2.933, 1.173, -6.231], [2.080, 0.759, -4.741], [4.197, 1.135, -0.407], [5.887, 1.545, -0.147], [5.473, 0.069, -1.001], [-6.198, 1.617, 4.772], [-5.037, 0.617, 4.629], [-4.573, 0.143, 6.006], [-3.825, 1.220, 6.789], [-2.656, 1.773, 5.974], [-3.052, 2.246, 4.574], [-3.887, 1.217, 3.878], [-3.156, 0.279, 3.369], [-3.796, 3.591, 4.662], [-1.802, 2.533, 3.752], [-5.593, -0.561, 3.839], [-7.102, 1.083, 5.057], [-6.038, 2.371, 5.537], [-6.394, 2.123, 3.826], [-3.915, -0.724, 5.884], [-5.441, -0.201, 6.571], [-4.503, 2.025, 7.079], [-3.446, 0.795, 7.719], [-2.196, 2.608, 6.505], [-1.888, 0.998, 5.885], [-4.215, 3.865, 3.693], [-3.099, 4.374, 4.956], [-4.596, 3.603, 5.396], [-1.130, 1.678, 3.697], [-1.256, 3.351, 4.219], [-2.063, 2.834, 2.735], [-5.892, -0.255, 2.836], [-6.472, -0.948, 4.353], [-4.875, -1.374, 3.751]],
  "forces_ev_per_a": [[0.21, 0.14, 0.22], [0.05, -0.13, 0.05], [-0.18, 0.09, -0.72], [0.23, -0.21, 0.76], [-0.11, -0.42, -0.10], [-0.11, 0.14, 0.11], [-0.09, -0.25, 0.59], [0.38, 0.16, -0.35], [0.42, -0.45, -0.36], [-0.09, 0.08, 0.12], [-0.26, -0.12, -0.05], [0.35, -0.26, -0.02], [-0.45, 0.08, -0.02], [-0.01, -0.77, -0.55], [0.02, -0.10, 0.22], [0.17, 0.27, 0.33], [-0.04, 0.40, 0.26], [0.34, 0.00, -0.41], [-0.07, 0.16, 0.50], [-0.06, -0.63, 0.72], [0.08, 0.40, -0.20], [0.07, 0.07, 0.02], [-0.17, -0.09, 0.00], [-0.18, -0.01, 0.00], [-0.11, -0.10, -0.10], [0.03, -0.11, -0.10], [-0.04, 0.09, -0.09], [0.16, 0.07, -0.02], [-0.09, 0.04, 0.19], [-0.03, -0.08, 0.16], [-0.11, 0.08, -0.10], [-0.10, 0.20, -0.05], [-0.01, 0.17, -0.09], [0.11, 0.10, 0.21], [0.14, -0.13, -0.11], [0.10, 0.10, 0.02], [-0.09, 0.15, -0.30], [-0.02, 0.15, -0.28], [-0.14, 0.28, 0.06], [-0.21, -0.06, 0.17], [-0.15, 0.26, -0.12], [0.10, -0.10, 0.04], [0.02, 0.05, 0.26], [-0.18, 0.09, -0.10], [0.05, 0.02, -0.27], [-0.14, 0.08, -0.14], [-0.12, 0.05, -0.14], [-0.03, 0.86, 0.72], [0.05, -0.21, -0.52], [-0.13, -0.01, 0.03], [0.43, -0.13, 0.21], [-0.66, 0.84, -0.51], [1.28, -1.07, -0.60], [-0.53, 0.29, 0.16], [0.05, 0.07, 0.15], [0.01, -0.27, 0.11], [0.04, -0.37, 0.09], [0.02, -0.11, 0.04], [-0.02, -0.03, -0.01], [-0.01, 0.00, 0.01], [-0.08, -0.03, 0.04], [-0.06, 0.03, 0.07], [-0.02, 0.00, 0.01], [0.00, 0.02, -0.02], [-0.09, -0.01, -0.02], [-0.05, -0.03, 0.07], [0.00, 0.01, 0.03], [0.00, -0.10, -0.04], [-0.01, -0.04, 0.03], [0.01, -0.01, 0.02], [-0.02, 0.05, 0.00], [0.06, 0.14, -0.16], [0.02, 0.03, 0.14], [0.06, 0.20, -0.16], [-0.08, -0.01, 0.02], [0.07, 0.14, 0.03], [-1.16, 0.37, 0.00], [0.37, 0.02, 0.19], [-0.01, 0.04, -0.10], [-0.03, -0.39, 0.20], [-0.15, 1.23, -0.06], [0.89, -1.32, 0.87], [0.03, 0.39, -0.56], [-0.22, -0.06, 0.03], [0.23, -0.28, -0.20], [0.20, -0.21, -0.18], [0.02, -0.09, -0.03], [0.02, -0.01, -0.03], [0.02, 0.01, -0.01], [0.00, 0.02, -0.10], [-0.06, 0.01, -0.05], [-0.01, 0.01, -0.02], [0.00, 0.02, 0.02], [0.03, 0.05, -0.06], [-0.04, -0.03, -0.09], [-0.02, -0.02, -0.01], [0.09, -0.05, -0.02], [0.01, -0.02, -0.02], [-0.11, -0.07, 0.02], [-0.03, 0.05, 0.03], [-0.04, 0.01, 0.01], [0.00, 0.02, 0.00], [-0.04, 0.06, 0.05], [0.04, 0.06, -0.02]],
  "mulliken_spin": [0.000, 0.000, 0.002, -0.004, 0.001, 0.001, -0.001, 0.011, -0.002, 0.002, 0.000, 0.000, -0.001, 0.000, 0.000, 0.000, 0.000, 0.005, 0.001, -0.001, 0.001, 0.000, 0.000, 0.000, 0.000, 0.000, 0.000, 0.000, 0.000, 0.000, -0.004, 0.009, 0.001, -0.001, 0.000, 0.000, 0.000, -0.001, 0.014, 0.000, 0.000, 0.008, -0.005, 0.000, 0.000, 0.000, 0.003, 0.039, 0.028, -0.014, 0.025, 0.029, 0.360, 0.496, 0.006, -0.005, -0.014, 0.000, 0.000, -0.004, 0.000, 0.002, -0.001, 0.002, 0.001, 0.003, -0.003, 0.000, 0.002, 0.005, 0.000, 0.001, 0.008, -0.001, 0.003, 0.008, 0.023, 0.025, -0.019, 0.024, 0.032, 0.405, 0.515, 0.012, -0.023, -0.014, 0.001, 0.000, -0.009, 0.004, 0.000, -0.001, 0.002, -0.002, 0.005, -0.009, 0.000, 0.001, 0.011, 0.000, -0.001, 0.001, 0.000, 0.006]
}

---

2.
{
  "formula": "C30H60BF10N9O2P",
  "method": "the ωB97M-V functional and the def2-TZVPD basis",
  "e_tot_ev": -86712.294,
  "homo_ha": -0.441,
  "lumo_ev": -5.48,
  "charge": 3,
  "species": ["P", "F", "F", "F", "F", "F", "F", "C", "C", "N", "C", "C", "N", "C", "C", "H", "H", "H", "H", "H", "H", "H", "H", "H", "H", "H", "C", "C", "N", "C", "C", "N", "C", "C", "H", "H", "H", "H", "H", "H", "H", "H", "H", "H", "H", "C", "C", "N", "C", "C", "N", "C", "C", "H", "H", "H", "H", "H", "H", "H", "H", "H", "H", "H", "C", "C", "N", "C", "C", "N", "C", "C", "H", "H", "H", "H", "H", "H", "H", "H", "H", "H", "H", "C", "O", "C", "C", "N", "H", "H", "C", "C", "O", "C", "H", "H", "H", "H", "H", "H", "H", "H", "H", "H", "H", "H", "H", "H", "B", "F", "F", "F", "F"],
  "xyz": [[-0.208, -0.053, 0.058], [0.574, -0.194, 1.518], [1.149, -0.612, -0.719], [-0.865, -1.606, 0.118], [-1.054, 0.026, -1.298], [-1.445, 0.534, 0.842], [0.359, 1.438, -0.178], [-4.666, -6.472, 0.024], [-5.393, -5.657, 1.158], [-6.515, -4.831, 0.707], [-7.870, -5.077, 0.709], [-8.539, -3.943, 0.249], [-7.603, -3.039, -0.224], [-6.356, -3.633, 0.064], [-7.813, -1.765, -0.881], [-4.713, -5.897, -0.901], [-5.031, -7.489, -0.116], [-3.592, -6.553, 0.190], [-4.618, -5.022, 1.587], [-5.866, -6.300, 1.900], [-8.257, -5.966, 1.185], [-9.592, -3.743, 0.117], [-5.392, -3.156, -0.030], [-8.824, -1.448, -0.626], [-7.946, -1.884, -1.956], [-7.027, -1.063, -0.601], [1.701, 3.803, 5.357], [0.886, 3.198, 6.616], [-0.497, 3.306, 6.524], [-1.219, 4.471, 6.682], [-2.574, 4.169, 6.506], [-2.687, 2.855, 6.167], [-1.429, 2.316, 6.219], [-3.876, 2.057, 6.066], [1.586, 4.885, 5.301], [1.508, 3.363, 4.379], [2.777, 3.627, 5.346], [1.173, 3.735, 7.520], [1.208, 2.177, 6.819], [-0.741, 5.404, 6.944], [-3.480, 4.739, 6.364], [-1.177, 1.277, 6.064], [-3.717, 1.148, 5.485], [-4.651, 2.631, 5.558], [-4.224, 1.629, 7.006], [3.120, -8.665, 5.792], [2.143, -7.649, 5.079], [2.789, -7.186, 3.825], [2.745, -5.927, 3.263], [3.429, -5.994, 2.036], [3.901, -7.282, 1.918], [3.454, -8.073, 3.022], [4.493, -7.942, 0.805], [3.366, -9.581, 5.254], [2.679, -9.110, 6.683], [4.041, -8.140, 6.044], [1.904, -6.792, 5.708], [1.164, -8.092, 4.898], [2.282, -5.038, 3.666], [3.692, -5.246, 1.303], [3.796, -9.076, 3.228], [5.358, -8.513, 1.140], [4.576, -7.121, 0.093], [3.724, -8.498, 0.268], [-8.248, 6.583, -4.750], [-7.503, 5.216, -4.925], [-6.210, 5.152, -4.247], [-5.082, 4.496, -4.655], [-4.071, 4.546, -3.702], [-4.621, 5.337, -2.702], [-5.939, 5.668, -3.024], [-3.893, 5.803, -1.537], [-9.264, 6.727, -5.116], [-7.600, 7.338, -5.196], [-8.319, 6.825, -3.689], [-7.486, 5.035, -6.000], [-8.038, 4.361, -4.512], [-5.188, 3.880, -5.536], [-3.017, 4.322, -3.623], [-6.510, 6.398, -2.469], [-3.814, 5.035, -0.768], [-4.410, 6.643, -1.074], [-2.844, 5.920, -1.810], [9.486, 3.812, -1.858], [8.876, 2.577, -1.856], [7.781, 2.338, -1.009], [6.371, 2.202, -1.656], [6.271, 2.963, -3.020], [6.566, 3.903, -2.800], [6.843, 2.661, -3.796], [4.982, 2.904, -3.817], [5.245, 3.370, -5.234], [6.379, 2.751, -5.789], [6.764, 2.880, -7.108], [10.162, 3.905, -2.708], [10.116, 4.127, -1.025], [8.669, 4.512, -2.034], [7.691, 2.969, -0.125], [7.842, 1.374, -0.502], [5.655, 2.626, -0.952], [6.061, 1.179, -1.872], [4.291, 3.591, -3.330], [4.528, 1.913, -3.819], [5.129, 4.452, -5.302], [4.349, 3.007, -5.738], [7.402, 2.026, -7.335], [7.543, 3.635, -7.209], [5.941, 3.096, -7.789], [5.043, -2.683, -5.418], [5.286, -3.779, -6.183], [4.661, -3.238, -4.196], [6.128, -1.843, -5.259], [3.877, -1.974, -5.767]],
  "forces_ev_per_a": [[1.46, -1.92, -1.07], [-0.42, -0.25, -1.01], [-1.39, 0.06, 0.83], [1.13, 0.78, 1.18], [0.14, 0.73, -0.99], [-1.23, 0.40, 0.99], [0.08, 0.33, 0.34], [-0.33, 0.52, 0.14], [0.59, -1.20, -0.55], [-0.70, 2.92, -2.61], [-0.70, 1.03, 0.75], [0.80, -0.95, -0.57], [3.14, -3.23, 1.67], [-1.71, 0.42, 0.59], [-1.01, 0.00, -0.36], [-0.30, -0.18, -0.16], [-0.30, 0.26, -0.06], [-0.09, 0.07, 0.54], [-0.50, 0.18, 0.32], [0.55, -0.06, 0.17], [-0.12, 0.10, -0.19], [0.08, -0.21, 0.14], [-0.12, 0.09, -0.29], [0.27, 0.42, 0.64], [0.80, -0.20, -0.11], [-0.30, -0.03, -0.14], [-0.35, -0.33, 0.48], [4.10, 0.31, -0.84], [-5.54, -1.24, -1.04], [-1.62, -0.42, -0.03], [0.94, 0.78, -0.68], [3.72, -1.30, 0.96], [0.63, 1.71, 0.20], [-1.10, -0.93, -0.55], [-0.24, -0.06, 0.00], [-1.05, -0.11, 0.15], [0.07, -0.10, 1.13], [0.17, 0.19, -0.12], [-0.35, -0.11, -0.30], [-0.10, -0.09, -0.11], [0.36, 0.53, 0.58], [-0.06, 0.12, -0.05], [0.45, 0.32, -0.41], [-0.01, -0.04, 0.27], [0.04, 0.77, 0.35], [-0.74, 0.53, 0.06], [0.77, -1.01, 0.76], [0.06, -1.26, -0.51], [1.10, -0.42, -2.02], [-0.15, -1.17, 1.83], [-2.41, -2.02, 3.99], [0.58, 4.77, -1.70], [-0.55, 0.90, -1.59], [-0.08, 0.33, -0.62], [-0.16, 0.62, 0.23], [-0.03, -0.14, 0.11], [0.55, 0.09, -0.04], [0.18, -0.19, -0.53], [-0.09, -0.43, 0.33], [-0.24, 0.02, 0.08], [-0.37, 0.15, -0.06], [0.04, 0.24, -0.68], [1.47, -0.23, -0.24], [0.16, -0.76, 0.44], [1.31, -0.16, 0.97], [-2.18, 0.16, -0.26], [1.52, 0.99, 1.76], [0.65, -1.53, -0.43], [-2.23, 1.72, -0.10], [-2.42, 0.20, -0.99], [2.63, -0.33, -0.35], [0.27, -0.66, 0.78], [0.23, -0.79, -0.43], [-0.17, 0.15, -0.09], [-0.02, 0.04, 0.10], [0.99, -0.14, 0.11], [-0.44, 0.21, 0.01], [0.49, 0.22, -0.13], [-0.25, -0.53, -0.43], [-0.10, -0.32, -0.04], [-0.49, -0.31, -0.07], [0.47, 0.22, -0.37], [-0.23, 0.86, -0.14], [-0.20, 1.71, -0.75], [-0.53, -2.26, 0.31], [-0.52, -0.58, 0.58], [0.28, 0.38, -1.67], [-0.82, -0.75, 0.97], [-0.20, 0.57, -0.36], [1.72, -0.86, 0.21], [-0.25, 0.74, 0.88], [-1.21, -0.45, -1.12], [-0.43, -0.07, 3.08], [1.38, 0.60, -1.05], [-0.21, -0.45, -0.23], [-0.44, -0.46, 0.66], [0.28, 0.94, 0.23], [0.35, 0.92, -0.38], [0.76, -0.36, -0.30], [-0.23, 0.17, -0.42], [0.31, 0.03, -0.06], [-0.19, -0.10, -0.17], [0.63, -0.21, 0.32], [0.95, 0.37, -0.12], [-0.20, -0.05, -0.43], [-0.93, -0.62, -0.31], [-0.36, 0.90, 0.05], [0.06, -0.43, -0.07], [-1.53, -0.38, 1.29], [0.64, -0.52, -1.86], [0.22, -0.32, 2.17], [0.66, 0.63, -0.21], [0.01, 0.81, -1.18]],
  "mulliken_charge": [1.183, -0.377, -0.354, -0.399, -0.348, -0.350, -0.357, -0.989, -0.441, 0.146, -0.390, -0.247, 0.164, -0.339, -0.782, 0.337, 0.308, 0.348, 0.326, 0.317, 0.392, 0.411, 0.463, 0.337, 0.335, 0.305, -1.038, -0.582, 0.219, -0.315, -0.364, 0.132, -0.154, -0.826, 0.323, 0.345, 0.369, 0.339, 0.370, 0.428, 0.397, 0.361, 0.332, 0.310, 0.355, -1.218, -0.274, 0.218, -0.414, -0.178, 0.077, -0.248, -0.802, 0.373, 0.383, 0.348, 0.342, 0.265, 0.420, 0.462, 0.246, 0.302, 0.333, 0.364, -1.171, -0.292, 0.186, -0.331, -0.349, 0.104, -0.101, -0.749, 0.371, 0.355, 0.315, 0.354, 0.313, 0.403, 0.423, 0.235, 0.357, 0.282, 0.295, -0.617, -0.347, -0.498, -0.542, -0.185, 0.354, 0.454, -0.717, -0.545, -0.380, -0.788, 0.247, 0.292, 0.251, 0.362, 0.326, 0.377, 0.441, 0.342, 0.477, 0.393, 0.392, 0.277, 0.315, 0.317, 0.611, -0.366, -0.425, -0.388, -0.430]
}